A 2-piece molecular cluster, H5NP4 overall in a non-equilibrium geometry. Source: the Open Molecules 2025 dataset; level of theory: ωB97M-V with the def2-TZVPD basis set.

Last column: Mulliken charge in e.
Cartesian coordinates (Å):
P -3.384 -1.000 0.372  -0.09
P 2.749 -0.377 0.095  -0.14
P 0.990 1.087 0.095  0.07
P -2.411 0.877 0.096  0.20
N -0.152 0.096 0.355  -0.41
H 3.205 0.221 -1.105  0.06
H 3.603 0.529 0.864  0.08
H -3.194 -1.724 -0.690  0.06
H -2.333 -1.382 1.177  0.11
H 0.926 1.673 -1.260  0.06

Calculated values
HOMO energy (spin up / spin down), Eh: -0.316 / -0.279
E_tot, a.u.: -1422.9532
Net charge: 0
Relative energy (zero: lowest compared OMol25 entry of this formula, charge and spin), kJ/mol: 360.6
Structure (SMILES): N#[PH]P.P#[PH2]